Here is a molecular structure, C27H19F3N6O5RuS2 from OMol25. Energies are from ωB97M-V/def2-TZVPD.

largest force on an atom: 0.6 eV/Å
energy relative to the best compared isomer or geometry (same formula, charge and spin): 121.7 kcal per mole
HOMO (spin up / spin down): -4.52 / -4.51 eV

ORCA input file:
```
! RIJCOSX wB97M-V def2-TZVPD def2/J DEFGRID3
* xyz -1 2
Ru -0.97 -0.17 0.61
H 2.88 -3.63 -0.19
C -2.04 -0.56 -3.24
N -1.98 -2.05 0.47
S -1.47 1.20 -2.48
F -2.18 -1.52 -2.32
C 1.80 -1.87 -0.77
C 0.75 0.28 3.40
C -3.61 -3.45 1.53
O -0.81 1.69 -3.68
O -1.35 -0.52 2.62
C -3.03 -2.21 1.28
H -1.20 -2.27 4.50
C 1.96 -1.34 -3.11
C 1.78 6.60 -2.07
N 0.14 1.54 1.38
C 0.86 1.35 2.44
F -3.21 -0.42 -3.87
H -3.50 -5.56 1.12
H 0.76 -0.40 -1.74
H 1.60 -0.66 -3.87
C -2.00 -4.41 0.08
C 1.90 6.37 -0.71
H -4.46 -3.51 2.20
C 3.14 -3.22 -2.27
C -0.09 3.23 -0.18
C -0.36 -0.62 3.44
H 2.60 0.88 4.30
N 0.61 2.69 0.73
O -1.75 2.89 -1.71
C 2.80 -2.38 -3.36
N 1.51 -1.11 -1.86
H -3.42 -1.31 1.72
N -0.93 -6.43 -1.12
C 1.77 0.17 4.35
C 1.76 -0.80 5.33
C 2.65 -2.98 -1.02
S 1.18 -1.51 0.76
H 2.48 7.04 -0.09
H -0.65 -2.99 -0.79
N -3.90 0.91 0.18
C 0.67 -1.68 5.37
C 1.28 5.27 -0.13
O -1.40 2.90 -0.35
H -0.14 3.93 -2.89
F -1.14 -1.01 -4.14
C -2.81 0.59 0.42
C -1.40 -5.53 -0.59
H 3.77 -4.08 -2.44
C 1.04 5.72 -2.84
C -0.36 -1.59 4.47
H 0.64 -2.45 6.13
C 0.41 4.62 -2.27
C -3.08 -4.57 0.94
C -1.48 -3.14 -0.13
H 1.38 5.08 0.93
H 2.56 -0.87 6.05
O -0.51 0.67 -1.45
H 3.17 -2.57 -4.36
H 1.63 2.09 2.62
C 0.52 4.39 -0.90
H 2.26 7.45 -2.53
H 0.95 5.88 -3.91
*
```